Computed, not measured: a structure of composition C31H58Br12HgN3O3, with wB97M-V/def2-TZVPD.

Calculated values
Total charge   0
ΔE to the lowest compared entry with this formula, charge and spin   88.9 kJ/mol
Spin multiplicity   2
HOMO-LUMO gap (spin up / spin down)   0.2116 / 0.2115 hartree
⟨S²⟩   0.76

Each line ends with the Mulliken spin population.
Geometry (Å):
1 Hg -20.170 -18.647 -8.175  0.0054
2 Br -14.187 -23.491 -12.899  0.0000
3 Br -18.099 -25.331 -11.720  0.0001
4 Br -19.115 -13.606 -12.663  0.0000
5 Br -19.351 -23.843 -14.359  0.0000
6 Br -21.459 -13.685 -10.393  0.0000
7 Br -11.922 -20.969 -9.964  0.0000
8 Br -14.709 -22.597 -9.544  0.0000
9 Br -13.188 -20.887 -7.147  0.0000
10 Br -21.845 -15.417 -12.990  0.0000
11 Br -19.971 -27.125 -13.683  0.0000
12 Br -14.490 -20.519 -13.970  0.0000
13 Br -16.031 -22.870 -15.435  0.0000
14 O -21.246 -18.197 -5.904  -0.0101
15 O -18.987 -17.647 -9.866  -0.0013
16 O -21.240 -20.803 -7.478  0.5015
17 N -19.176 -19.006 -10.450  -0.0137
18 N -20.415 -17.093 -6.348  0.0095
19 N -22.080 -21.908 -7.095  0.4423
20 C -20.195 -22.930 -5.646  0.0114
21 C -19.119 -21.556 -11.970  -0.0026
22 C -14.353 -22.377 -14.595  0.0000
23 C -20.407 -14.793 -11.738  0.0001
24 C -18.241 -16.076 -6.280  -0.0003
25 C -23.460 -21.940 -7.804  -0.0130
26 C -24.304 -20.600 -7.719  0.0157
27 C -19.234 -16.953 -5.510  0.0017
28 C -20.216 -19.163 -11.486  0.0085
29 C -18.369 -18.289 -5.618  -0.0012
30 C -17.024 -19.734 -9.184  -0.0006
31 C -18.901 -14.706 -6.662  -0.0016
32 C -18.719 -25.557 -13.652  0.0000
33 C -20.015 -18.377 -12.764  -0.0004
34 C -23.458 -24.398 -6.795  -0.0084
35 C -21.290 -23.145 -6.737  0.0013
36 C -22.137 -16.201 -8.018  -0.0033
37 C -21.165 -15.959 -6.827  0.0024
38 C -19.524 -16.491 -4.012  0.0008
39 C -16.866 -19.237 -11.563  -0.0007
40 C -20.118 -15.037 -7.378  0.0008
41 C -13.061 -21.944 -8.736  0.0000
42 C -23.314 -22.301 -9.335  -0.0162
43 C -21.641 -18.781 -10.937  0.0121
44 C -17.846 -19.764 -10.558  0.0046
45 C -22.188 -24.118 -5.986  0.0097
46 C -20.361 -20.705 -11.849  0.0087
47 C -18.066 -21.254 -10.855  -0.0009
48 C -20.593 -23.736 -7.928  0.0288
49 C -22.019 -15.130 -5.788  0.0000
50 C -24.300 -23.083 -7.112  0.0088
51 H -21.548 -17.729 -10.670  -0.0021
52 H -21.428 -14.470 -5.152  0.0001
53 H -20.076 -24.667 -7.695  0.0011
54 H -17.739 -16.503 -7.148  -0.0002
55 H -19.169 -14.189 -5.741  0.0003
56 H -15.939 -19.795 -11.695  0.0000
57 H -18.120 -18.639 -6.619  -0.0014
58 H -19.470 -22.187 -5.978  -0.0030
59 H -18.932 -19.022 -5.039  0.0002
60 H -24.062 -25.154 -6.294  -0.0002
61 H -20.601 -14.089 -7.613  0.0000
62 H -19.266 -22.634 -11.907  0.0002
63 H -16.688 -18.161 -11.565  -0.0004
64 H -17.454 -20.267 -8.335  0.0000
65 H -19.892 -23.046 -8.397  -0.0027
66 H -22.915 -16.927 -7.780  -0.0002
67 H -20.379 -17.098 -3.714  -0.0002
68 H -21.946 -19.420 -10.108  -0.0023
69 H -22.359 -23.934 -4.926  -0.0047
70 H -24.954 -22.811 -6.283  -0.0017
71 H -18.523 -21.832 -10.052  0.0049
72 H -24.173 -22.239 -10.003  0.0003
73 H -21.117 -21.230 -11.266  -0.0012
74 H -22.857 -23.261 -9.577  0.0000
75 H -25.012 -23.406 -7.871  -0.0003
76 H -17.296 -19.323 -12.560  -0.0002
77 H -21.736 -25.110 -5.997  -0.0001
78 H -19.980 -15.501 -3.997  -0.0003
79 H -17.466 -18.210 -5.013  0.0000
80 H -20.537 -22.525 -4.694  -0.0029
81 H -22.487 -15.872 -5.141  -0.0003
82 H -19.817 -17.312 -12.643  0.0001
83 H -18.672 -21.531 -12.964  -0.0006
84 H -19.522 -23.753 -5.403  0.0004
85 H -23.946 -20.051 -8.589  0.0010
86 H -19.907 -15.651 -11.288  -0.0001
87 H -20.784 -20.927 -12.829  -0.0003
88 H -22.343 -18.884 -11.765  0.0006
89 H -21.188 -24.103 -8.764  -0.0023
90 H -16.904 -18.731 -8.775  -0.0004
91 H -16.008 -20.011 -9.465  -0.0001
92 H -18.137 -14.166 -7.220  -0.0005
93 H -23.925 -19.909 -6.967  -0.0067
94 H -12.621 -22.896 -8.438  0.0000
95 H -20.856 -18.596 -13.423  0.0000
96 H -22.512 -21.643 -9.669  0.0270
97 H -23.094 -24.879 -7.703  -0.0002
98 H -17.413 -15.890 -5.596  -0.0003
99 H -21.562 -16.549 -8.875  0.0014
100 H -17.873 -25.817 -14.288  0.0000
101 H -22.776 -15.373 -8.325  -0.0002
102 H -13.536 -22.503 -15.306  0.0000
103 H -22.818 -14.546 -6.246  0.0002
104 H -19.086 -18.758 -13.186  -0.0002
105 H -25.367 -20.789 -7.869  -0.0001
106 H -19.949 -15.404 -8.391  -0.0015
107 H -17.108 -21.735 -11.050  -0.0001
108 H -18.732 -16.562 -3.266  0.0001



Computed, not measured: a structure of composition C31H58F4N3O12P3S3, with wB97M-V/def2-TZVPD.

Calculated values
Total charge   0
HOMO-LUMO gap   0.2384 hartree

Each line ends with the Mulliken charge.
Geometry (Å):
1 S 8.361 -2.251 -1.037  -0.1655
2 S 7.089 0.174 -2.114  -0.1629
3 S 3.252 0.265 -4.650  0.1326
4 P -7.483 6.480 9.666  1.2096
5 P 0.937 -5.391 -6.476  1.0720
6 P -3.822 0.855 5.202  1.1606
7 F -4.347 2.255 -4.691  -0.2973
8 F -3.486 -0.120 -3.583  -0.3105
9 F -3.051 0.940 -5.861  -0.2476
10 F -3.111 1.790 -2.495  -0.3425
11 O 0.732 -4.089 -5.527  -0.1985
12 O -3.104 1.619 6.281  -0.6451
13 O -9.084 6.896 9.633  -0.4679
14 O 0.592 -6.966 -6.612  -0.3481
15 O -0.208 -5.003 -7.562  -0.4054
16 O -4.093 1.739 3.853  -0.3497
17 O -2.442 0.297 4.458  -0.2183
18 O -7.494 5.357 8.681  -0.5957
19 O -5.846 6.522 9.913  -0.3087
20 O -5.344 1.163 5.794  -0.4693
21 O -7.643 5.946 11.208  -0.3710
22 O 2.307 -5.252 -7.016  -0.6374
23 N 2.698 -0.392 -3.313  -0.0068
24 N 1.892 0.910 -5.248  -0.7818
25 N 5.747 -2.190 -1.460  0.0171
26 C 1.046 -1.418 -1.050  -0.7898
27 C -5.038 6.233 8.765  -0.5941
28 C 0.961 0.608 -4.351  -0.3239
29 C -5.709 2.528 5.999  -0.7363
30 C -1.323 -0.053 5.270  -0.6457
31 C -8.299 6.715 12.218  -0.7276
32 C -5.243 1.523 3.031  -0.6137
33 C 3.481 -2.001 -0.329  -0.5680
34 C 1.386 -0.155 -3.222  0.6988
35 C 4.864 -5.378 -2.824  -1.2490
36 C -3.085 1.805 -4.813  -0.1235
37 C 7.900 1.122 -0.805  -0.4645
38 C 4.904 -1.432 -0.503  -0.7954
39 C -10.041 5.852 9.813  -0.7167
40 C -0.797 -0.175 -2.294  0.0947
41 C -1.835 0.601 -0.158  -1.0116
42 C -0.410 0.971 -4.422  -0.1752
43 C 4.959 -4.426 -4.022  -0.2440
44 C 2.370 -0.916 -0.401  -1.3996
45 C 1.656 -7.912 -6.425  -0.5344
46 C 8.670 2.293 -1.450  -0.5639
47 C 7.003 -1.509 -1.501  -0.1321
48 C 0.974 -2.810 -6.117  -0.3911
49 C -1.462 -4.431 -7.181  -0.6676
50 C 9.609 1.870 -2.587  -1.0579
51 C 5.194 -2.216 -2.823  0.3408
52 C 0.510 -0.576 -2.179  -0.7352
53 C -1.777 -0.554 -1.204  -1.1903
54 C -1.259 0.611 -3.433  0.8057
55 C -2.721 1.007 -3.532  1.2990
56 C 5.925 -3.275 -3.705  -0.8010
57 H 3.260 -2.814 -1.019  0.1720
58 H -2.389 2.619 -5.010  0.4089
59 H -10.648 5.790 8.912  0.2502
60 H 7.919 2.994 -1.825  0.2761
61 H -5.429 6.705 7.868  0.3140
62 H 3.398 -2.425 0.673  0.6267
63 H -1.500 -1.477 -0.705  0.6671
64 H -2.826 0.707 0.276  0.1452
65 H -4.943 3.228 5.677  0.3563
66 H 4.609 -4.873 -1.892  0.2237
67 H 4.836 -0.358 -0.708  0.4727
68 H 4.140 -2.470 -2.845  0.1134
69 H -10.680 6.119 10.656  0.2724
70 H -6.620 2.723 5.430  0.2942
71 H 4.105 -6.149 -2.990  0.3516
72 H -7.591 6.921 13.021  0.2809
73 H 3.950 -4.060 -4.234  -0.0515
74 H 10.224 2.731 -2.855  0.3699
75 H 5.297 -1.256 -3.345  -0.0539
76 H 7.144 1.580 -0.164  0.2583
77 H -0.767 0.849 5.515  0.2738
78 H 2.322 -7.621 -5.617  0.2120
79 H -5.923 2.677 7.055  0.2772
80 H 5.811 -5.912 -2.717  0.3396
81 H -1.603 1.521 -0.692  0.3679
82 H 0.320 -1.543 -0.254  0.2336
83 H -2.264 -5.096 -7.498  0.2799
84 H 1.219 -2.869 -7.174  0.5116
85 H -8.693 7.655 11.836  0.3682
86 H 8.547 0.513 -0.175  0.4598
87 H 0.074 -2.204 -5.996  0.2166
88 H -1.626 -0.559 6.184  0.3239
89 H -4.915 1.242 2.031  0.1256
90 H -1.575 -3.474 -7.690  0.2341
91 H 6.215 -2.788 -4.637  0.3817
92 H -5.897 0.749 3.427  0.3813
93 H -2.782 -0.696 -1.585  0.4382
94 H 1.237 -2.424 -1.440  0.3967
95 H -9.575 4.890 10.007  0.3713
96 H 2.707 0.005 -0.872  0.5681
97 H 9.267 2.814 -0.700  0.3546
98 H -1.050 0.486 0.589  0.3316
99 H -5.803 2.456 2.970  0.2597
100 H 2.139 -0.654 0.635  0.5899
101 H 6.789 -3.651 -3.158  0.3004
102 H 5.269 -4.987 -4.905  0.4444
103 H -0.691 -0.723 4.687  0.2277
104 H -9.124 6.126 12.618  0.2260
105 H 2.215 -8.003 -7.353  0.2522
106 H 1.792 -2.336 -5.577  -0.1115
107 H 9.081 1.579 -3.492  0.3325
108 H 1.201 -8.871 -6.182  0.2510
109 H -1.534 -4.267 -6.107  0.3042
110 H -4.997 5.155 8.632  0.2318
111 H -0.707 1.526 -5.300  0.3827
112 H -4.036 6.610 8.963  0.2607
113 H 5.403 -1.522 0.466  0.3440
114 H 10.240 1.055 -2.232  0.2606



| no. | F_max (eV/A) | M (g mol⁻¹) |
| --- | --- | --- |
| 1 | 5.4 | 1680.3 |
| 2 | 8.3 | 929.9 |